The following is a quantum chemistry calculation of an isolated molecule of C7H13N, from OMol25.

The calculation puts the LUMO energy at 1.12 eV. For the orbital gap, the calculation gives 8.79 eV. As for the SMILES: C/C=C/C(N)=C/CC.

Cartesian coordinates (Å):
C 1.623 -2.908 -1.610
C 1.174 -1.529 -1.217
C 0.792 -1.243 0.015
C 0.339 0.058 0.535
N 0.999 0.489 1.684
C -0.683 0.733 0.015
C -1.239 2.067 0.442
C -2.754 2.103 0.313
H 2.207 -3.388 -0.831
H 2.276 -2.903 -2.481
H 0.777 -3.528 -1.906
H 1.273 -0.715 -1.937
H 0.725 -2.038 0.754
H 1.760 -0.001 2.118
H 0.940 1.463 1.938
H -1.168 0.327 -0.873
H -0.969 2.355 1.456
H -0.817 2.787 -0.269
H -3.214 1.322 0.915
H -3.194 3.053 0.646
H -3.101 1.980 -0.718

Charge distribution, Löwdin scheme, values in e:
1. C -0.109
2. C -0.149
3. C -0.096
4. C -0.370
5. N 0.094
6. C -0.100
7. C -0.263
8. C -0.129
9. H 0.071
10. H 0.064
11. H 0.073
12. H 0.111
13. H 0.118
14. H 0.083
15. H 0.078
16. H 0.110
17. H 0.094
18. H 0.109
19. H 0.072
20. H 0.068
21. H 0.071

The following is a quantum chemistry calculation of a structure of composition C7H13N at a distorted geometry, from OMol25.

The calculation puts the LUMO energy (alpha / beta) at -0.33 / 0.70 eV. For the orbital gap (alpha / beta), the calculation gives 6.73 / 8.52 eV.

Cartesian coordinates (Å):
C 0.616 -0.113 0.569
C -0.723 2.276 -0.997
C -0.250 0.257 1.762
C 1.713 -1.090 0.954
C -0.984 0.861 -1.107
C -1.339 -0.313 -1.437
C -0.371 -1.256 -0.693
N 0.450 -2.012 -1.387
H 1.080 0.758 0.109
H 0.201 -2.039 -2.374
H -2.076 -0.708 -2.134
H -0.903 -1.623 0.188
H 0.168 2.555 -1.565
H -0.577 2.580 0.045
H -1.570 2.852 -1.391
H -0.994 1.025 1.549
H 2.412 -0.595 1.638
H 0.369 0.617 2.592
H -0.788 -0.621 2.134
H 2.257 -1.443 0.080
H 1.307 -1.968 1.464

Charge distribution, Löwdin scheme, values in e:
1. C -0.296
2. C -0.086
3. C -0.109
4. C -0.126
5. C -0.067
6. C -0.075
7. C -0.383
8. N 0.074
9. H 0.099
10. H 0.038
11. H 0.107
12. H 0.129
13. H 0.093
14. H 0.077
15. H 0.090
16. H 0.059
17. H 0.078
18. H 0.080
19. H 0.079
20. H 0.059
21. H 0.081

The following is a quantum chemistry calculation of an isolated molecule of C7H13N at a distorted geometry, from OMol25.

The calculation puts the LUMO energy at 0.97 eV. For the orbital gap, the calculation gives 8.09 eV. As for the SMILES: CC1=C(N)[C@H](C)[C@H]1C.

Cartesian coordinates (Å):
C -1.359 1.794 -0.856
C -0.486 0.702 -0.286
C 0.679 0.693 0.408
N 1.510 1.539 0.943
C 0.833 -0.831 0.159
C 1.690 -1.207 -1.049
C -0.697 -0.801 -0.094
C -1.562 -1.208 1.098
H -1.226 2.743 -0.331
H -1.005 1.989 -1.878
H -2.401 1.485 -0.947
H 2.290 1.239 1.522
H 1.239 2.501 1.134
H 1.138 -1.415 1.038
H 1.247 -0.860 -1.990
H 1.798 -2.294 -1.116
H 2.691 -0.771 -0.970
H -1.020 -1.340 -0.994
H -2.553 -0.746 1.041
H -1.110 -0.918 2.054
H -1.697 -2.294 1.115

Charge distribution, Löwdin scheme, values in e:
1. C -0.046
2. C -0.211
3. C -0.317
4. N 0.134
5. C -0.265
6. C -0.064
7. C -0.299
8. C -0.068
9. H 0.065
10. H 0.070
11. H 0.069
12. H 0.110
13. H 0.111
14. H 0.130
15. H 0.083
16. H 0.073
17. H 0.072
18. H 0.131
19. H 0.073
20. H 0.079
21. H 0.071

The following is a quantum chemistry calculation of an isolated molecule of C7H13N at a distorted geometry, from OMol25.

The calculation puts the LUMO energy (alpha / beta) at 0.47 / 0.85 eV. For the orbital gap (alpha / beta), the calculation gives 7.36 / 7.60 eV.

Cartesian coordinates (Å):
C 1.162 -0.926 2.404
C -1.017 -0.736 0.170
C -0.786 0.720 -0.165
C 0.537 -1.079 0.138
C -0.901 1.125 -1.613
C -0.458 1.852 0.793
C 1.131 -1.470 -1.218
N 1.220 -1.273 1.171
H 1.550 -1.668 3.064
H 0.510 -0.133 2.730
H -1.489 -0.905 1.055
H -1.440 -1.346 -0.634
H -1.495 0.371 -2.015
H 0.118 1.366 -2.057
H -1.406 2.131 -1.597
H 0.328 2.306 0.187
H -0.017 1.824 1.839
H -1.289 2.600 0.861
H 1.346 -0.568 -1.853
H 0.346 -2.033 -1.961
H 2.050 -2.161 -1.298

Charge distribution, Löwdin scheme, values in e:
1. C -0.034
2. C -0.092
3. C -0.300
4. C -0.340
5. C -0.080
6. C -0.077
7. C -0.063
8. N -0.007
9. H 0.049
10. H 0.041
11. H 0.070
12. H 0.102
13. H 0.049
14. H 0.099
15. H 0.094
16. H 0.069
17. H 0.081
18. H 0.084
19. H 0.053
20. H 0.112
21. H 0.091

The following is a quantum chemistry calculation of an isolated molecule of C7H13N at a distorted geometry, from OMol25.

The calculation puts the LUMO energy at 1.15 eV. For the orbital gap, the calculation gives 9.47 eV. As for the SMILES: CC[C@@H]1CCN2C[C@@H]12.

Cartesian coordinates (Å):
C 2.606 -0.474 0.614
C 1.934 -0.016 -0.610
C 0.440 0.199 -0.586
C -0.067 1.572 0.067
C -1.577 1.173 0.450
N -1.689 -0.181 -0.324
C -1.766 -1.562 -0.018
C -0.442 -0.773 0.128
H 2.460 -1.520 0.828
H 2.258 -0.049 1.568
H 3.718 -0.427 0.595
H 2.065 -0.896 -1.220
H 2.323 0.883 -0.988
H 0.198 0.335 -1.679
H 0.644 1.872 0.843
H -0.043 2.284 -0.739
H -1.838 0.966 1.483
H -2.326 1.901 0.010
H -1.932 -2.228 -0.837
H -2.255 -1.694 0.982
H -0.213 -0.878 1.158

Charge distribution, Löwdin scheme, values in e:
1. C -0.135
2. C -0.254
3. C -0.306
4. C -0.083
5. C -0.098
6. N -0.111
7. C -0.057
8. C -0.255
9. H 0.065
10. H 0.076
11. H 0.086
12. H 0.112
13. H 0.098
14. H 0.150
15. H 0.103
16. H 0.091
17. H 0.092
18. H 0.110
19. H 0.087
20. H 0.121
21. H 0.109

The following is a quantum chemistry calculation of an isolated molecule of C7H13N at a distorted geometry, from OMol25.

The calculation puts the LUMO energy at 1.06 eV. For the orbital gap, the calculation gives 8.39 eV. As for the SMILES: C=C/C(N)=C/CCC.

Cartesian coordinates (Å):
C 3.451 -0.621 -0.801
C 2.632 0.406 -1.015
C 1.174 0.507 -0.683
N 0.518 1.591 -1.118
C 0.423 -0.658 -0.521
C -1.032 -0.674 -0.159
C -1.574 0.285 1.004
C -2.804 -0.384 1.853
H 4.464 -0.699 -1.250
H 3.240 -1.599 -0.458
H 3.199 1.192 -1.494
H 0.936 2.405 -1.432
H -0.445 1.807 -1.035
H 0.973 -1.719 -0.495
H -1.315 -1.746 0.078
H -1.766 -0.413 -0.869
H -0.640 0.482 1.604
H -1.943 1.265 0.632
H -2.859 -1.469 1.670
H -3.725 0.206 1.557
H -2.904 -0.165 2.930

Charge distribution, Löwdin scheme, values in e:
1. C -0.010
2. C -0.119
3. C -0.347
4. N 0.112
5. C -0.084
6. C -0.244
7. C -0.223
8. C -0.101
9. H 0.066
10. H 0.033
11. H 0.091
12. H 0.070
13. H 0.083
14. H 0.133
15. H 0.109
16. H 0.077
17. H 0.101
18. H 0.081
19. H 0.055
20. H 0.067
21. H 0.052